This record from OMol25 describes a 2-piece molecular cluster, C6H6 overall. The level of theory is ωB97M-V with the def2-TZVPD basis set.

Each line ends with the natural charge from an NBO analysis.
Element x y z (Å)
C (0.18751, 2.90463, 0.50599)  -0.2180
C (0.30950, -0.74192, -0.01508)  -0.1240
C (-0.45000, 0.34104, 0.66490)  -0.4631
C (-0.66388, -1.56601, -0.78552)  -0.5512
C (-0.05735, 1.72591, 0.62323)  -0.0410
C (1.50547, -1.15172, -0.15288)  -0.0343
H (-0.83638, 0.01610, 1.63749)  0.2501
H (0.40392, 3.94588, 0.39678)  0.2362
H (-1.38464, -0.42161, -0.18595)  0.2672
H (-0.71865, -1.35252, -1.85507)  0.2226
H (-0.85950, -2.60889, -0.52565)  0.2248
H (2.56399, -1.09088, -0.30823)  0.2305

Values from the calculation:
**Energy above the lowest of the compared OMol25 structures with the same formula, charge and spin**: 203.7 kcal/mol
**LUMO level (alpha / beta)**: -0.878 / -0.879 eV
**Largest force on an atom**: 0.7 eV/A

This record from OMol25 describes C4H12AlF2O2 as an isolated structure. The level of theory is ωB97M-V with the def2-TZVPD basis set.

Each line ends with the natural charge from an NBO analysis.
Element x y z (Å)
Al (-0.29388, -0.20771, -1.09076)  1.6408
F (-2.48253, 1.33051, -2.09281)  -0.4810
F (-0.01163, -3.06632, -0.94571)  -0.4729
O (-2.32455, -0.59194, 0.86201)  -0.7113
O (1.97777, 1.53546, -0.55443)  -0.7359
C (4.03929, 2.09962, -1.72594)  -0.6477
C (3.35480, 1.79038, -0.39500)  -0.0748
C (-3.38452, -1.54742, 0.89391)  -0.0827
C (-3.04883, -2.32180, 2.17357)  -0.6382
H (-3.20376, -1.77806, 3.10556)  0.2238
H (-2.09429, -2.82278, 2.02931)  0.2298
H (3.94467, 1.18378, -2.31640)  0.2158
H (5.12110, 2.19545, -1.64797)  0.2549
H (3.85491, 0.91777, 0.02715)  0.2054
H (-2.67566, 0.13254, 1.39831)  0.5078
H (-3.27739, -2.26016, 0.07735)  0.2100
H (3.57731, 2.90905, -2.29013)  0.2169
H (1.56617, 2.17099, -1.15144)  0.4919
H (-3.76415, -3.13440, 2.34589)  0.2426
H (3.49506, 2.55057, 0.37831)  0.2028
H (-4.36987, -1.08553, 0.91924)  0.2018

Values from the calculation:
**Energy above the lowest of the compared OMol25 structures with the same formula, charge and spin**: 0.0 kcal/mol
**Total charge**: +1
**LUMO level**: -10.531 eV
**Largest force on an atom**: 2.9 eV/A

This record from OMol25 describes one molecule with the formula C17H21N3O4S. The level of theory is ωB97M-V with the def2-TZVPD basis set.

Each line ends with the natural charge from an NBO analysis.
Element x y z (Å)
S (3.00522, -0.59726, 1.29415)  2.3544
O (3.87363, -1.73536, 1.29515)  -0.9360
O (4.35817, 2.38020, -1.70452)  -0.5203
O (2.68500, 0.04969, 2.53029)  -0.9347
O (-2.67253, -1.31262, -1.39826)  -0.6193
N (-2.58548, 0.18366, 0.31303)  -0.6235
N (3.70700, 0.55390, 0.30856)  -0.6619
N (0.07012, -2.00258, -0.91167)  -0.2817
C (0.26104, -0.39881, 0.62143)  -0.2315
C (-6.43476, 1.80885, 0.09798)  -0.2112
C (-0.46741, -2.90417, -1.89359)  -0.3963
C (2.99537, 1.80683, 0.21433)  -0.2694
C (3.92276, 2.83198, -0.44269)  -0.0723
C (4.15913, 0.07779, -0.97720)  -0.2693
C (-2.04630, -0.75192, -0.51684)  0.6533
C (-3.90194, 0.69125, 0.23809)  0.2067
C (1.50012, -1.03205, 0.47215)  -0.4540
C (-5.01838, -0.14769, 0.27523)  -0.0342
C (1.34553, -2.01217, -0.48338)  0.0138
C (5.04985, 1.15708, -1.59759)  -0.0723
C (-4.06178, 2.07210, 0.17453)  -0.2442
C (-4.88612, -1.62749, 0.43468)  -0.6411
C (-0.62164, -1.02196, -0.24693)  0.0060
C (-6.27584, 0.43908, 0.18942)  -0.1902
C (-5.32164, 2.63234, 0.10403)  -0.2119
H (-7.42459, 2.23501, 0.03485)  0.2142
H (5.34347, 0.88310, -2.61199)  0.1996
H (2.07268, -2.70940, -0.84818)  0.2322
H (-1.94438, 0.72974, 0.86818)  0.4003
H (2.08351, 1.69729, -0.39537)  0.1825
H (-7.14800, -0.19825, 0.20882)  0.2097
H (-4.54729, -2.07308, -0.50040)  0.2526
H (0.07711, 0.40165, 1.30960)  0.2321
H (-0.87827, -2.34751, -2.73614)  0.2324
H (-5.83990, -2.06924, 0.71115)  0.2132
H (0.32473, -3.56663, -2.23704)  0.2059
H (-1.27715, -3.49432, -1.46338)  0.2241
H (-5.43309, 3.70464, 0.04906)  0.2153
H (3.39957, 3.77292, -0.61953)  0.1994
H (5.94551, 1.28604, -0.97362)  0.1714
H (3.30562, -0.12009, -1.64638)  0.1808
H (4.71270, -0.84490, -0.80710)  0.2396
H (4.78790, 3.00544, 0.21273)  0.1714
H (-4.14664, -1.86517, 1.19868)  0.2168
H (-3.18458, 2.70426, 0.17257)  0.2083
H (2.72687, 2.10621, 1.22686)  0.2390

Values from the calculation:
**Energy above the lowest of the compared OMol25 structures with the same formula, charge and spin**: 55.8 kcal/mol
**Structure (SMILES)**: Cc1ccccc1NC(=O)c1cc(S(=O)(=O)N2CCOCC2)cn1C
**LUMO level**: 0.508 eV
**Largest force on an atom**: 1.0 eV/A

This record from OMol25 describes C35H45N3NiO3 as an isolated structure. The level of theory is ωB97M-V with the def2-TZVPD basis set.

Each line ends with the Löwdin spin population.
Element x y z (Å)
Ni (-0.04907, -0.36468, 0.26567)  1.7070
O (2.17879, 2.31542, 2.26665)  0.0028
O (0.41220, -1.76567, 1.85857)  0.0356
O (-4.04437, -0.40792, 0.78815)  0.0068
N (1.47932, 0.86784, 0.58630)  0.0326
N (-1.95332, -0.75271, -0.16911)  0.0356
N (-0.86733, 0.75620, 1.59933)  0.0901
C (4.48723, -1.43399, 1.03390)  0.0003
C (3.49779, 0.15458, -0.61460)  0.0042
C (1.35119, 1.60022, 1.71720)  0.0034
C (-2.96749, -2.64484, -3.22944)  -0.0008
C (3.77187, 2.69945, -1.68907)  -0.0004
C (-3.63437, -0.37035, -3.45551)  -0.0006
C (-3.58415, -1.65210, -3.96778)  0.0042
C (-0.68561, -2.36274, 2.58034)  0.0018
C (4.69970, 1.72289, -2.00296)  0.0038
C (-2.53993, -3.95307, 0.00742)  0.0004
C (0.99995, -1.95169, 4.16939)  0.0006
C (-0.51630, -1.85767, 3.99640)  0.0002
C (4.54734, 0.45443, -1.47628)  -0.0007
C (-2.14773, 0.55607, 1.83922)  0.0062
C (-1.90018, 1.96451, 3.73514)  -0.0036
C (1.68434, 3.54879, -0.62314)  0.0002
C (1.53655, -1.63516, 2.77252)  0.0021
C (-3.09287, -0.06402, -2.21210)  0.0045
C (2.69811, 2.44103, -0.84585)  0.0040
C (-2.50798, -1.09135, -1.44655)  0.0053
C (-0.54991, 2.14865, 3.43524)  0.0033
C (3.49491, -2.33462, -1.10137)  0.0002
C (-2.82928, -0.28153, 0.75597)  0.0041
C (-3.13073, 1.38780, -1.76559)  0.0003
C (-0.27836, -3.34137, -1.02236)  0.0097
C (-4.56572, 1.87741, -1.56511)  0.0002
C (2.29949, 4.72741, 0.13275)  0.0002
C (3.40883, -1.24159, -0.03575)  0.0022
C (-0.05154, 1.50398, 2.31628)  0.0064
C (2.58035, 1.16004, -0.27357)  0.0061
C (-2.37886, 2.28020, -2.75663)  0.0003
C (-2.42449, -2.39103, -1.97352)  0.0040
C (1.07852, 4.01195, -1.95087)  0.0001
C (-1.77453, -3.55944, -1.25579)  0.0012
C (-2.72394, 1.16951, 2.93890)  0.0033
H (1.27700, -2.96445, 4.46424)  0.0000
H (-1.60933, -2.06626, 2.09489)  0.0002
H (-0.11241, -2.54023, -0.30180)  0.0066
H (0.86523, 3.15503, -0.02207)  0.0000
H (0.09780, 2.77742, 4.02961)  0.0008
H (2.71787, 4.40011, 1.08309)  0.0000
H (1.54293, 5.49094, 0.32732)  0.0000
H (3.09421, 5.19062, -0.45703)  0.0000
H (-2.65628, -3.10712, 0.68144)  0.0001
H (-2.90678, -3.65100, -3.62803)  -0.0001
H (-4.01020, -1.87407, -4.93770)  0.0003
H (3.31227, -3.31407, -0.65346)  0.0000
H (0.19664, -4.23528, -0.61211)  0.0004
H (0.64765, 3.17689, -2.50482)  0.0000
H (-2.61247, 1.47456, -0.81100)  0.0001
H (4.39227, -0.68918, 1.82615)  0.0000
H (1.83092, 4.48192, -2.58697)  0.0000
H (2.31390, -2.32771, 2.45615)  0.0002
H (5.26455, -0.31664, -1.73038)  -0.0001
H (4.43402, -2.43145, 1.47777)  0.0001
H (5.47881, -1.31922, 0.59104)  0.0001
H (-5.09362, 1.24687, -0.85085)  0.0000
H (-1.35918, 1.92404, -2.91472)  0.0002
H (4.48082, -2.36740, -1.56769)  0.0000
H (5.52793, 1.94613, -2.66318)  0.0003
H (2.75810, -2.17787, -1.89110)  0.0001
H (0.29070, 4.74688, -1.77189)  0.0000
H (1.39237, -1.26315, 4.91524)  0.0002
H (-2.02938, -4.76168, 0.53680)  0.0001
H (-3.77655, 1.03479, 3.14369)  0.0008
H (-0.85561, -0.82233, 4.06477)  0.0000
H (-4.09747, 0.41782, -4.03694)  -0.0001
H (-2.32144, 2.46011, 4.60057)  -0.0003
H (2.43638, -1.33948, 0.44689)  0.0020
H (-4.56845, 2.90527, -1.19532)  0.0000
H (-5.11443, 1.86330, -2.50961)  0.0000
H (-1.06880, -2.45246, 4.72190)  0.0001
H (-3.54194, -4.29556, -0.25274)  0.0000
H (0.22300, -3.08317, -1.95642)  -0.0002
H (-2.87682, 2.30022, -3.72776)  0.0000
H (3.87609, 3.68827, -2.11963)  -0.0001
H (1.91919, -0.62078, 2.68628)  0.0002
H (-0.59193, -3.45152, 2.52363)  0.0005
H (-2.32927, 3.30626, -2.38626)  0.0000
H (-1.84673, -4.40620, -1.94432)  0.0003

Values from the calculation:
**<S²>**: 2.01
**Spin multiplicity**: 3
**Energy above the lowest of the compared OMol25 structures with the same formula, charge and spin**: 15.1 kcal/mol
**LUMO level (alpha / beta)**: -0.123 / -0.512 eV
**Largest force on an atom**: 0.1 eV/A

This record from OMol25 describes a 2-piece molecular cluster, C4H8O overall. The level of theory is ωB97M-V with the def2-TZVPD basis set.

Each line ends with the natural charge from an NBO analysis.
Element x y z (Å)
O (-2.07911, 0.60746, 0.17447)  -0.5232
C (-0.29495, -1.00351, -0.56983)  -0.5334
C (1.00529, -0.66175, 0.20382)  -0.4012
C (-1.00110, 0.08212, 0.24474)  0.6288
C (0.21326, 0.27163, 1.15611)  -0.5334
H (1.50544, -1.50659, 0.68209)  0.2115
H (-0.70606, -1.99133, -0.33512)  0.2357
H (0.00079, 2.00549, -1.61052)  -0.0216
H (1.73462, -0.12409, -0.40780)  0.2107
H (-0.67758, 2.05542, -1.31068)  0.0199
H (0.57025, 1.29813, 1.28461)  0.2354
H (0.02429, -0.16097, 2.14448)  0.2355
H (-0.29514, -0.87203, -1.65636)  0.2355

Values from the calculation:
**Energy above the lowest of the compared OMol25 structures with the same formula, charge and spin**: 39.5 kcal/mol
**Structure (SMILES)**: O=C1CCC1.[H][H]
**LUMO level**: 1.067 eV
**Largest force on an atom**: 0.6 eV/A

This record from OMol25 describes C48H31I4N6OSTa as an isolated structure. The level of theory is ωB97M-V with the def2-TZVPD basis set.

Each line ends with the Löwdin charge.
Element x y z (Å)
Ta (0.79232, -0.17981, -0.28729)  1.9397
I (-3.90288, 2.19037, -8.57114)  0.9490
I (0.03336, -1.34280, 9.48230)  0.9431
I (-0.53447, -9.64518, -1.87996)  0.9388
I (6.56011, 7.27093, 0.92293)  0.9710
S (5.24324, -1.29618, -1.25687)  0.8845
O (-1.31203, 0.42375, 0.11739)  -0.1418
N (0.61436, 1.57673, -1.39739)  -0.0702
N (2.62927, -0.64380, -0.68881)  -0.1429
N (0.31935, -1.68565, 1.02178)  -0.0697
N (-0.19576, -1.20120, -1.75960)  -0.0715
N (-3.28426, 1.08073, 0.96111)  -0.1431
N (1.10080, 1.03134, 1.37925)  -0.0631
C (-0.82509, -2.94370, -3.06302)  0.0523
C (0.55662, 3.76089, -1.95715)  0.0366
C (0.40331, -0.72119, 4.67706)  -0.2195
C (3.78445, -0.93162, -0.93972)  -0.8678
C (0.19091, -1.08011, 7.42911)  -0.7378
C (-0.27600, -2.57162, -1.80470)  -0.1890
C (0.90514, -5.57959, -1.57459)  -0.0181
C (1.41953, -0.75496, 6.86681)  -0.1267
C (-0.93069, -1.23399, 6.62524)  -0.1319
C (2.89361, 4.11499, 0.28022)  -0.1585
C (1.52000, -0.57476, 5.49616)  -0.0290
C (0.79726, -6.93824, -1.83512)  -0.1290
C (0.16647, -3.83711, 1.77686)  0.0538
C (0.18737, -3.03032, 2.86033)  0.0531
C (-4.07050, 1.56977, 2.09184)  -0.0032
C (3.94097, 6.25399, -0.17470)  -0.1225
C (-0.14034, -4.89503, -0.96592)  -0.2334
C (1.10449, 2.82052, -1.06138)  -0.1807
C (-0.36638, -7.61250, -1.48980)  -0.7382
C (-0.21901, 1.71738, -2.50420)  -0.2094
C (0.50202, -0.54639, 3.19993)  -0.0676
C (0.88665, 0.72477, 2.70570)  -0.2148
C (-1.13323, -1.79647, -3.73706)  0.0546
C (4.00807, 3.79514, 1.07419)  -0.0313
C (-0.81814, -1.05758, 5.25421)  -0.0346
C (1.63769, 2.30837, 1.30845)  -0.2271
C (-2.88864, 1.69242, -6.83065)  -0.7350
C (5.05329, 4.68271, 1.26406)  -0.1238
C (-0.27633, 3.08533, -2.82123)  0.0348
C (1.87273, 3.05755, 0.14065)  -0.0020
C (-0.81216, 0.66544, -3.24801)  -0.0369
C (-0.87053, 1.68763, -5.53240)  -0.0260
C (-2.00015, 0.84931, 1.07357)  -0.2380
C (-0.01750, -3.43030, -0.70491)  -0.0569
C (-1.42025, -6.93703, -0.88622)  -0.1305
C (-3.95399, 0.83728, -0.31603)  0.0072
C (0.19396, -3.00856, 0.59824)  -0.1878
C (-1.30289, -5.57965, -0.62601)  -0.0307
C (1.72547, 2.81523, 2.64127)  0.0366
C (2.90999, 5.35764, -0.36779)  -0.0041
C (-2.87670, 0.70411, -4.64587)  -0.0323
C (-1.54272, 2.01198, -6.69989)  -0.1246
C (-1.53027, 1.03221, -4.49511)  -0.2093
C (-0.75142, -0.68591, -2.92832)  -0.1998
C (0.30006, -1.66583, 2.40802)  -0.1900
C (1.23037, 1.86483, 3.48548)  0.0376
C (-3.55954, 1.03849, -5.80406)  -0.1289
C (5.01437, 5.92420, 0.64968)  -0.7343
H (-2.12569, -5.05017, -0.15972)  0.1276
H (1.61604, -7.46628, -2.30337)  0.1016
H (2.48256, -0.33683, 5.05923)  0.1281
H (5.89997, 4.39616, 1.87182)  0.1048
H (-1.01875, 2.50691, -7.50552)  0.1034
H (-0.98136, -3.95922, -3.38815)  0.1329
H (-0.87521, 3.52134, -3.60329)  0.1303
H (-4.00918, -0.23239, -0.51700)  0.1070
H (1.11396, 1.94300, 4.55338)  0.1287
H (0.11508, -4.91362, 1.76090)  0.1331
H (-1.57013, -1.71895, -4.71912)  0.1327
H (-4.51124, 2.53461, 1.84695)  0.1054
H (2.05937, 3.80566, 2.90144)  0.1360
H (-4.60680, 0.79106, -5.90680)  0.1017
H (-4.95762, 1.24806, -0.25801)  0.1020
H (-4.86376, 0.86065, 2.32335)  0.1058
H (4.08673, 2.80834, 1.51065)  0.1225
H (-1.88536, -1.48977, 7.06327)  0.1007
H (2.11452, 5.66884, -1.01709)  0.0929
H (0.16525, -3.32787, 3.89583)  0.1325
H (-3.39860, 0.19268, -3.84541)  0.1201
H (0.18198, 1.92568, -5.43876)  0.1296
H (2.29501, -0.65017, 7.49221)  0.1025
H (1.81367, -5.05427, -1.84466)  0.1256
H (0.66476, 4.82641, -1.93238)  0.1065
H (3.91308, 7.21422, -0.67017)  0.1050
H (-3.40383, 1.32211, -1.12092)  0.0916
H (-1.69372, -1.18120, 4.62649)  0.1210
H (-2.32711, -7.46263, -0.62188)  0.1011
H (-3.42639, 1.67977, 2.96124)  0.0948
H (-1.55296, 1.05892, 2.04853)  0.1434

Values from the calculation:
**Total charge**: +2
**LUMO level**: -7.234 eV
**Largest force on an atom**: 0.3 eV/A